No. 1
Below is C48H54O2PPbSi as an isolated structure in a non-equilibrium geometry, with properties calculated with wB97M-V/def2-TZVPD.

Last column: Mulliken charge in e.
Geometry (Å):
Pb1 0.46 -0.81 -0.84  0.6970
C1 -3.64 0.67 2.80  -0.8829
C2 -4.19 1.43 1.75  -0.3007
C3 -5.40 0.72 1.39  0.3770
C4 -5.61 -0.31 2.29  -0.7110
C5 -4.44 -0.42 3.19  -1.4290
C6 -4.04 -1.48 4.22  2.3593
C7 -3.93 -0.88 5.68  -1.5465
C8 -2.64 -2.05 3.73  -1.6472
C9 -5.13 -2.55 4.21  -1.9820
C10 -6.41 0.94 0.30  2.7324
C11 -5.74 0.90 -1.07  -1.5052
C12 -7.42 -0.24 0.31  -2.1238
C13 -7.14 2.31 0.40  -1.9255
C14 -3.53 2.79 1.50  3.2113
C15 -4.32 3.65 2.47  -1.8542
C16 -3.67 3.29 0.05  -2.2353
C17 -2.02 2.84 1.86  -2.5433
H1 -2.60 0.79 3.10  0.1575
H2 -6.45 -0.95 2.30  0.5756
H3 -3.27 0.01 5.55  0.2732
H4 -3.44 -1.54 6.46  0.3576
H5 -4.89 -0.57 6.13  0.3460
H6 -1.81 -1.39 4.02  0.3044
H7 -2.55 -2.24 2.65  0.3195
H8 -2.44 -2.99 4.20  0.4524
H9 -6.11 -2.22 4.54  0.3892
H10 -4.82 -3.49 4.72  0.3347
H11 -5.43 -2.99 3.25  0.4149
H12 -4.97 0.14 -1.26  0.2018
H13 -5.10 1.80 -1.29  0.2263
H14 -6.53 0.93 -1.83  0.4868
H15 -6.85 -1.20 0.19  0.4472
H16 -8.18 -0.29 -0.50  0.3324
H17 -7.89 -0.38 1.29  0.4135
H18 -6.48 3.15 0.74  0.2615
H19 -7.91 2.11 1.10  0.4939
H20 -7.58 2.52 -0.59  0.4022
H21 -5.37 3.34 2.47  0.3976
H22 -4.44 4.72 2.26  0.4086
H23 -3.91 3.45 3.50  0.3421
H24 -4.63 3.55 -0.31  0.2756
H25 -3.34 2.57 -0.67  0.5177
H26 -2.95 4.13 -0.18  0.4068
H27 -1.80 2.72 2.92  0.3610
H28 -1.52 3.76 1.60  0.5156
H29 -1.46 2.11 1.33  0.5892
O1 -1.66 2.63 -2.89  -0.7421
C18 -0.60 1.99 -2.68  0.4106
O2 -0.62 0.77 -2.21  -0.5978
C19 0.66 2.67 -2.94  0.1670
C20 0.47 3.96 -3.38  -1.0123
C21 1.52 4.88 -3.40  -0.4861
C22 2.81 4.49 -2.95  -0.8083
C23 3.05 3.20 -2.62  0.0093
C24 1.99 2.23 -2.71  0.4736
P1 2.43 0.54 -2.16  0.6252
C25 3.34 -0.17 -3.63  0.0913
C26 4.02 -1.38 -3.47  0.5204
C27 4.72 -1.93 -4.52  -0.8739
C28 4.69 -1.32 -5.81  -0.6514
C29 3.93 -0.19 -6.00  -0.7248
C30 3.23 0.38 -4.90  -0.4678
C31 3.62 0.73 -0.83  0.1019
C32 4.92 -0.02 -0.78  -0.1587
C33 6.00 0.58 0.15  -0.0829
C34 5.48 1.50 1.27  -1.0361
C35 4.25 2.06 1.17  -0.7705
C36 3.40 1.75 0.07  -0.3106
H30 -0.49 4.26 -3.68  0.6586
H31 1.35 5.88 -3.85  0.3258
H32 3.63 5.14 -2.98  0.4676
H33 4.04 2.94 -2.35  0.5129
H34 3.95 -1.98 -2.49  -0.0107
H35 5.39 -2.76 -4.31  0.4378
H36 5.33 -1.70 -6.59  0.3986
H37 3.77 0.16 -7.02  0.3764
H38 2.80 1.39 -5.01  0.3780
H39 5.36 -0.10 -1.73  0.7096
H40 6.87 0.96 -0.37  0.4143
H41 6.14 1.69 2.11  0.3221
H42 3.82 2.67 1.92  0.4632
H43 2.57 2.41 -0.22  0.5780
C37 3.17 -6.46 -2.26  -0.7469
C38 2.32 -5.49 -2.80  -0.3005
C39 2.05 -4.27 -2.23  -0.3122
C40 2.70 -3.94 -1.01  1.0334
C41 3.35 -5.01 -0.35  -0.6881
C42 3.58 -6.22 -0.92  -0.2407
Si1 2.49 -2.50 0.10  0.0522
C43 4.09 -1.86 0.87  -0.0874
C44 4.36 -1.97 2.20  -0.1804
C45 5.58 -1.67 2.84  -0.4596
C46 6.63 -1.25 2.07  -1.1119
C47 6.46 -0.97 0.66  -0.4085
C48 5.17 -1.43 -0.09  -0.3221
H44 3.30 -7.43 -2.74  0.3617
H45 1.80 -5.67 -3.75  0.3408
H46 1.29 -3.62 -2.69  0.1522
H47 3.77 -4.61 0.63  0.1757
H48 4.08 -7.01 -0.31  0.3462
H49 1.63 -2.80 1.22  -0.2816
H50 3.48 -2.17 2.89  0.2671
H51 5.66 -1.81 3.90  0.4388
H52 7.64 -1.10 2.36  0.4432
H53 7.31 -1.18 0.04  0.5480
H54 5.39 -2.23 -0.83  0.5780

Properties
**Charge**: -1
**Highest occupied orbital energy**: -2.12 eV
**Kohn-Sham gap**: 2.58 eV
**Energy above the lowest of the compared OMol25 structures with the same formula, charge and spin**: 3.874 eV
**Total energy**: -2835.38928 hartree

No. 2
Below is one molecule with the formula C3H4N2O in a non-equilibrium geometry, with properties calculated with wB97M-V/def2-TZVPD.

Last column: natural (NBO) charge in e.
Geometry (Å):
O1 2.38 -0.29 -0.01  -0.6436
C1 1.04 -0.41 -0.09  0.3609
C2 0.08 -1.32 -0.23  -0.0950
N1 -1.53 -0.19 0.24  -0.6710
C3 -0.85 0.95 0.16  0.2297
N2 0.44 1.00 0.06  -0.5569
H1 2.44 0.66 0.22  0.5114
H2 -0.40 -2.24 -0.49  0.2429
H3 -2.53 -0.19 -0.04  0.3976
H4 -1.07 2.03 0.17  0.2240

Properties
**Highest occupied orbital energy**: -9.24 eV
**Kohn-Sham gap**: 9.50 eV
**Energy above the lowest of the compared OMol25 structures with the same formula, charge and spin**: 4.207 eV
**Total energy**: -301.33264 hartree

No. 3
Below is a 2-piece molecular cluster, CI3NOS overall in a non-equilibrium geometry, with properties calculated with wB97M-V/def2-TZVPD.

Last column: natural (NBO) charge in e.
Geometry (Å):
C1 1.41 -0.67 0.34  0.4799
N1 0.06 0.58 -0.75  -1.0532
O1 1.07 -1.71 0.01  -0.5070
S1 2.17 0.49 1.10  -0.0448
I1 -1.41 -0.41 -1.43  0.9744
I2 -0.39 2.61 -0.08  0.2751
I3 -2.91 -0.90 0.83  -0.1245

Properties
**Highest occupied orbital energy (alpha / beta)**: -8.99 / -8.99 eV
**Kohn-Sham gap (alpha / beta)**: 6.51 / 6.51 eV
**Energy above the lowest of the compared OMol25 structures with the same formula, charge and spin**: 0.912 eV
**Total energy**: -1459.25790 hartree

No. 4
Below is a 11-piece molecular cluster, H22O11 overall in a non-equilibrium geometry, with properties calculated with wB97M-V/def2-TZVPD.

Last column: natural (NBO) charge in e.
Geometry (Å):
O1 0.20 -1.22 -0.31  -0.9561
H1 0.19 -0.37 -0.83  0.4761
H2 -0.71 -1.50 -0.40  0.4831
O2 2.81 -2.13 0.20  -0.9399
H3 2.50 -1.25 -0.19  0.4677
H4 2.17 -2.80 0.04  0.4725
O3 -2.22 1.17 0.91  -0.9288
H5 -1.48 0.57 0.75  0.4564
H6 -1.79 1.88 1.34  0.4713
O4 1.85 4.02 0.39  -0.9615
H7 2.19 3.15 0.02  0.4845
H8 0.97 3.93 0.78  0.4762
O5 3.85 -4.04 -1.23  -0.9237
H9 4.17 -3.40 -1.88  0.4672
H10 3.01 -4.36 -1.59  0.4581
O6 -4.99 -2.40 -0.04  -0.9552
H11 -5.53 -2.29 -0.76  0.4672
H12 -4.67 -1.51 0.22  0.4831
O7 3.93 1.67 -1.11  -0.9377
H13 3.45 1.76 -1.92  0.4616
H14 4.85 1.62 -1.53  0.4769
O8 -0.22 -1.45 2.15  -0.9345
H15 0.26 -1.82 1.48  0.4708
H16 -0.59 -0.59 1.91  0.4583
O9 1.21 0.46 1.98  -0.9671
H17 1.27 1.15 2.69  0.4845
H18 2.03 0.19 1.66  0.4839
O10 -5.12 -0.64 -1.27  -0.9664
H19 -5.83 0.03 -1.23  0.4840
H20 -4.35 -0.26 -1.80  0.4872
O11 -1.19 4.22 -1.12  -0.9451
H21 -1.58 3.48 -1.57  0.4693
H22 -1.49 5.02 -1.56  0.4762

Properties
**Highest occupied orbital energy**: -9.94 eV
**Kohn-Sham gap**: 9.47 eV
**Energy above the lowest of the compared OMol25 structures with the same formula, charge and spin**: 5.011 eV
**SMILES string**: O.O.O.O.O.O.O.O.O.O.O
**Total energy**: -840.69597 hartree

No. 5
Below is a 2-piece molecular cluster, C6H10O overall, with properties calculated with wB97M-V/def2-TZVPD.

Last column: natural (NBO) charge in e.
Geometry (Å):
C1 1.88 -0.43 -0.50  -0.5950
C2 0.60 -0.04 0.24  -0.3291
C3 0.14 1.41 0.01  -0.4476
C4 -1.20 1.27 -0.68  -0.0816
C5 -1.59 0.00 -0.82  -0.3293
C6 -0.56 -0.90 -0.26  0.5678
O1 -0.58 -2.12 -0.22  -0.5529
H1 1.79 -0.19 -1.57  0.2049
H2 2.75 0.10 -0.10  0.2108
H3 2.04 -1.50 -0.40  0.2305
H4 0.72 -0.25 1.31  0.2343
H5 0.84 1.99 -0.61  0.2205
H6 0.01 1.97 0.95  0.2261
H7 -1.76 2.13 -1.02  0.2130
H8 -2.51 -0.36 -1.26  0.2310
H9 -1.33 -1.33 2.76  -0.0192
H10 -1.25 -1.77 2.17  0.0160

Properties
**Highest occupied orbital energy**: -9.48 eV
**Kohn-Sham gap**: 10.16 eV
**Energy above the lowest of the compared OMol25 structures with the same formula, charge and spin**: 0.767 eV
**SMILES string**: C[C@H]1CC=CC1=O.[H][H]
**Total energy**: -309.81420 hartree

No. 6
Below is a 2-piece molecular cluster, C4H7N3O2 overall in a non-equilibrium geometry, with properties calculated with wB97M-V/def2-TZVPD.

Last column: natural (NBO) charge in e.
Geometry (Å):
C1 -2.36 -0.39 0.42  -0.4288
C2 -0.07 -0.17 0.07  -0.0232
C3 1.37 -0.57 -0.04  0.4149
C4 0.21 1.41 -0.07  0.6045
H1 -3.06 0.57 0.15  0.2209
H2 -2.18 -0.55 1.45  0.1964
H3 -3.32 -1.26 0.37  0.1807
H4 -1.33 -1.66 -0.61  0.3766
H5 2.00 -2.01 -1.57  0.4726
H6 2.82 0.37 0.99  0.3717
H7 2.10 2.39 -0.04  0.4086
N1 -1.30 -0.55 -0.56  -0.5989
N2 2.38 0.42 0.16  -0.4337
N3 1.48 1.68 0.23  -0.4690
O1 1.80 -1.88 -0.26  -0.6856
O2 -0.52 2.21 -0.69  -0.6078

Properties
**Highest occupied orbital energy**: -8.46 eV
**Kohn-Sham gap**: 8.00 eV
**Energy above the lowest of the compared OMol25 structures with the same formula, charge and spin**: 6.894 eV
**Total energy**: -471.14968 hartree

No. 7
Below is a 2-piece molecular cluster, C3H8FN2 overall in a non-equilibrium geometry, with properties calculated with wB97M-V/def2-TZVPD.

Last column: natural (NBO) charge in e.
Geometry (Å):
C1 1.82 -0.22 0.07  0.4252
C2 -1.99 0.66 -0.19  -0.4328
C3 -0.51 -0.93 0.95  0.0807
N1 2.39 0.62 -0.80  -0.7918
N2 -1.36 -0.56 0.04  -0.4486
F1 2.66 -0.98 0.66  -0.3031
H1 -3.03 0.55 0.13  0.2488
H2 -1.49 1.39 0.48  0.2287
H3 -1.84 1.07 -1.18  0.2449
H4 -0.30 -0.07 1.67  0.2203
H5 0.00 -1.86 1.19  0.2628
H6 3.33 0.48 -1.10  0.4076
H7 -1.57 -1.45 -0.45  0.4247
H8 1.88 1.28 -1.46  0.4326

Properties
**Charge**: +1
**Highest occupied orbital energy**: -13.61 eV
**Kohn-Sham gap**: 9.54 eV
**Energy above the lowest of the compared OMol25 structures with the same formula, charge and spin**: 3.317 eV
**Total energy**: -328.13539 hartree

No. 8
Below is one molecule with the formula C5H6N2 in a non-equilibrium geometry, with properties calculated with wB97M-V/def2-TZVPD.

Last column: natural (NBO) charge in e.
Geometry (Å):
C1 -1.91 -0.05 0.08  -0.1305
C2 -1.08 0.98 -0.04  -0.0318
N1 0.17 0.67 -0.25  -0.3796
C3 0.13 -0.72 -0.04  0.3270
N2 -1.12 -1.13 0.09  -0.4469
C4 1.70 -0.84 -0.04  -0.4242
C5 1.56 0.82 0.20  -0.1864
H1 -3.02 -0.22 -0.19  0.2291
H2 -1.12 2.20 0.28  0.1843
H3 2.33 -0.94 -0.93  0.2242
H4 2.31 -1.45 0.71  0.2267
H5 1.96 1.28 -0.77  0.1999
H6 1.86 1.21 1.08  0.2082

Properties
**Highest occupied orbital energy**: -8.36 eV
**Kohn-Sham gap**: 9.23 eV
**Energy above the lowest of the compared OMol25 structures with the same formula, charge and spin**: 4.178 eV
**SMILES string**: c1cn2c(n1)CC2
**Total energy**: -303.48255 hartree

No. 9
Below is a 2-piece molecular cluster, C4H9NO2 overall in a non-equilibrium geometry, with properties calculated with wB97M-V/def2-TZVPD.

Last column: natural (NBO) charge in e.
Geometry (Å):
C1 -1.44 0.28 -0.96  -0.2563
O1 -1.06 -0.27 0.29  -0.5633
C2 -0.13 -1.33 0.18  -0.0914
C3 1.32 -0.85 0.18  -0.0890
O2 1.64 -0.01 -0.91  -0.7267
H1 -0.59 0.72 -1.49  0.1881
H2 -1.89 -0.49 -1.61  0.1703
H3 -2.17 1.06 -0.75  0.1898
H4 -0.29 -1.97 1.06  0.1860
H5 -0.33 -1.93 -0.72  0.1726
H6 1.54 -0.36 1.14  0.1598
H7 1.97 -1.73 0.11  0.1804
H8 1.44 0.90 -0.64  0.4870
C4 -0.02 1.99 1.40  0.1146
N1 0.52 2.57 0.57  -0.3698
H9 -0.52 1.42 2.16  0.2479

Properties
**Highest occupied orbital energy**: -9.58 eV
**Kohn-Sham gap**: 10.46 eV
**Energy above the lowest of the compared OMol25 structures with the same formula, charge and spin**: 2.663 eV
**SMILES string**: COCCO.C#N
**Total energy**: -362.98769 hartree

No. 10
Below is C28H37AsHfI2N2O7PS as an isolated structure in a non-equilibrium geometry, with properties calculated with wB97M-V/def2-TZVPD.

Last column: Mulliken charge in e.
Geometry (Å):
Hf1 -0.33 0.52 0.05  1.1411
O1 -2.81 2.53 -3.63  -0.5174
C1 -1.94 2.11 -2.72  0.5900
O2 -1.99 2.40 -1.55  -0.3691
C2 -0.89 1.17 -3.30  -0.6050
O3 0.22 1.06 -2.41  -0.1614
C3 1.11 2.18 -2.49  -0.6016
C4 0.91 3.05 -1.29  0.4997
O4 1.07 4.24 -1.27  -0.6239
O5 0.60 2.31 -0.23  -0.5302
H1 -3.55 2.96 -3.21  0.4325
H2 -0.51 1.48 -4.27  0.9307
H3 -1.34 0.17 -3.39  -0.2233
H4 0.94 2.74 -3.41  0.4734
H5 2.16 1.82 -2.51  0.3649
I1 -3.50 -1.86 -3.47  0.0057
C5 -3.99 -1.08 -1.59  -0.5187
C6 -5.34 -1.18 -1.15  -0.2307
C7 -5.73 -0.56 0.00  -0.3620
I2 -7.65 -0.85 0.77  0.1081
C8 -4.78 0.16 0.76  0.6574
C9 -5.10 0.91 1.93  -0.8362
C10 -4.14 1.66 2.55  -1.3791
C11 -2.82 1.66 2.02  -0.0542
N1 -2.47 0.98 0.95  0.1966
C12 -3.45 0.22 0.32  0.5556
C13 -3.01 -0.45 -0.86  -0.5294
O6 -1.71 -0.36 -1.18  0.5892
H6 -6.04 -1.73 -1.75  0.4133
H7 -6.09 0.90 2.37  0.2089
H8 -4.34 2.21 3.47  0.4535
H9 -2.08 2.25 2.56  0.1178
O7 -1.36 -1.36 1.69  -0.3619
S1 -0.01 -1.32 2.33  0.0417
N2 0.93 -0.34 1.73  -0.3037
C14 0.96 2.24 4.43  -1.4187
As1 0.69 2.60 2.56  0.9717
C15 0.05 4.39 2.46  -1.1922
C16 2.57 2.84 1.95  -1.2609
C17 3.33 1.59 1.59  -0.1747
C18 3.52 1.18 0.26  -0.2475
C19 4.15 -0.03 0.00  -0.5490
C20 4.59 -0.87 1.03  -0.4087
C21 4.43 -0.43 2.34  -0.8346
C22 3.86 0.80 2.60  -0.1554
H10 1.62 2.95 4.92  0.4243
H11 1.42 1.27 4.52  0.3750
H12 -0.03 2.18 4.91  0.3883
H13 0.72 5.17 2.79  0.4479
H14 -0.88 4.44 3.02  0.4334
H15 -0.20 4.54 1.41  0.2833
H16 3.10 3.35 2.76  0.7523
H17 2.53 3.52 1.09  0.4104
H18 3.26 1.86 -0.54  0.7690
H19 4.34 -0.29 -1.04  0.4277
H20 5.05 -1.82 0.82  0.5189
H21 4.75 -1.02 3.17  0.4520
H22 3.76 1.12 3.65  0.3423
C23 2.16 -3.41 1.08  -1.7165
C24 2.08 -2.96 -0.36  -0.6624
P1 0.68 -2.00 -0.98  1.4988
C25 -0.68 -3.22 -0.99  -0.0378
C26 -0.40 -4.74 -1.08  -1.5118
C27 1.17 -1.85 -2.74  -0.1719
C28 1.44 -3.12 -3.56  -1.5177
H23 2.89 -4.20 1.19  0.4675
H24 1.22 -3.77 1.49  0.3623
H25 2.51 -2.58 1.70  0.1956
H26 2.15 -3.81 -1.04  0.5496
H27 2.95 -2.36 -0.60  0.5709
H28 -1.29 -2.88 -1.84  -0.1321
H29 -1.28 -3.00 -0.09  0.2900
H30 0.15 -5.02 -1.98  0.2791
H31 -1.37 -5.26 -1.12  0.4332
H32 0.08 -5.14 -0.20  0.3171
H33 2.05 -1.20 -2.72  0.3387
H34 0.39 -1.28 -3.22  0.0201
H35 2.23 -3.74 -3.17  0.3788
H36 1.76 -2.88 -4.58  0.4253
H37 0.56 -3.74 -3.68  0.2960

Properties
**Charge**: +1
**Highest occupied orbital energy**: -10.77 eV
**Kohn-Sham gap**: 7.39 eV
**Energy above the lowest of the compared OMol25 structures with the same formula, charge and spin**: 0.093 eV
**Total energy**: -5344.04483 hartree

No. 11
Below is an isolated ion of composition C8H10BrN3O6PS and charge +1 in a non-equilibrium geometry, with properties calculated with wB97M-V/def2-TZVPD.

Last column: natural (NBO) charge in e.
Geometry (Å):
C1 1.54 -2.72 1.41  -0.7578
C2 0.91 -2.79 -0.09  0.7540
O1 0.05 -3.82 -0.32  -0.5532
O2 1.15 -1.89 -1.22  -0.5101
C3 1.82 -0.64 -0.86  -0.1260
C4 0.85 0.56 -0.30  0.1294
O3 1.80 1.50 0.32  -0.4769
C5 1.83 1.14 1.76  0.4195
N1 2.23 0.86 2.97  -0.2222
S1 -0.46 0.23 0.99  0.3563
C6 -1.82 0.03 -0.34  -0.0244
P1 -3.48 -0.84 0.18  1.0230
O4 -3.29 -1.01 1.94  -0.9071
Br1 -3.67 -2.89 -0.77  -0.0828
N2 -1.49 0.56 -1.58  -0.5341
C7 -0.09 1.19 -1.49  -0.1121
C8 -0.44 2.80 -1.45  -0.1250
O5 -1.27 3.21 -0.30  -0.3772
N3 -0.53 3.66 0.73  0.3540
O6 -1.12 3.51 1.79  -0.2584
H1 1.56 -3.84 1.83  0.2965
H2 2.66 -2.35 1.46  0.2504
H3 0.81 -2.13 2.11  0.2544
H4 2.75 -0.76 -0.14  0.2434
H5 2.29 -0.22 -1.87  0.2400
H6 -2.45 -1.53 2.12  0.4982
H7 -2.08 0.59 -2.45  0.4795
H8 0.39 1.09 -2.58  0.2728
H9 -1.04 3.12 -2.43  0.2441
H10 0.57 3.41 -1.41  0.2517

Properties
**Charge**: +1
**Highest occupied orbital energy**: -13.45 eV
**Kohn-Sham gap**: 7.57 eV
**Total energy**: -4239.48473 hartree

No. 12
Below is a 2-piece molecular cluster, C5H10Si overall in a non-equilibrium geometry, with properties calculated with wB97M-V/def2-TZVPD.

Last column: natural (NBO) charge in e.
Geometry (Å):
C1 -0.39 -0.91 -2.71  -0.4026
C2 0.21 0.23 -2.72  -0.5803
Si1 1.06 1.69 -2.47  0.8161
H1 -1.15 -1.40 -3.43  0.2115
H2 -0.17 -1.65 -2.01  0.1977
H3 0.78 2.87 -1.60  -0.1150
H4 2.20 1.82 -3.54  -0.1252
C3 0.72 -0.65 1.09  -0.3999
C4 0.16 -0.44 2.27  -0.1781
C5 -1.24 0.08 2.55  -0.6647
H5 1.61 -1.09 1.19  0.1841
H6 0.28 -0.46 0.09  0.1981
H7 0.74 -0.88 3.08  0.1937
H8 -1.88 -0.78 3.01  0.2253
H9 -1.12 0.88 3.43  0.2113
H10 -1.81 0.69 1.77  0.2279

Properties
**Highest occupied orbital energy**: -8.21 eV
**Kohn-Sham gap**: 8.59 eV
**Energy above the lowest of the compared OMol25 structures with the same formula, charge and spin**: 4.223 eV
**SMILES string**: C=C=[SiH2].C=CC
**Total energy**: -485.81189 hartree